Entry 1:
The following is a DFT calculation (the ωB97M-V functional and the def2-TZVPD basis) of a molecular structure, C31H24ClN4O3P2RuS2Se2 at a distorted geometry.

Each line ends with the natural charge from an NBO analysis.
Atoms and positions in Å:
H -0.907 -0.403 -2.884  0.209
C -1.400 -0.118 4.249  -0.183
Cl 1.626 7.981 -0.964  0.067
C -3.617 -3.505 -2.489  -0.174
H -3.317 1.376 0.157  0.230
C 1.376 -1.447 -1.031  -0.291
C 4.572 5.656 -2.253  -0.226
C -4.197 0.414 -2.962  -0.179
C 1.248 -2.371 2.025  -0.165
C 4.068 4.408 -1.927  0.066
Se 0.067 2.770 -0.494  -0.412
C -3.496 -3.416 -1.106  -0.151
H -3.017 -1.327 3.489  0.216
H 1.789 -1.900 4.050  0.242
C -0.405 0.780 3.894  -0.195
C -0.192 1.093 2.538  -0.138
P 0.563 -3.022 -0.591  1.269
H 4.075 7.809 -2.247  0.251
H 4.568 3.497 -2.284  0.226
C 1.242 -2.577 3.402  -0.183
C -0.184 -4.292 1.750  -0.125
H 0.579 1.815 2.257  0.255
C -1.200 -3.411 -2.686  -0.156
C -4.307 0.924 -1.678  -0.203
N 2.585 -1.473 -1.728  -0.222
C -2.955 -0.053 -3.406  -0.209
H -2.621 -0.848 1.167  0.221
C -3.190 0.992 -0.835  -0.168
H -0.675 -4.990 1.091  0.213
H 1.776 -1.516 1.639  0.249
H 1.482 5.211 -0.045  0.240
S 4.681 1.863 -0.084  -0.046
H -1.586 -0.305 5.293  0.230
Ru 2.719 2.413 -0.300  0.842
C -1.078 -3.223 -1.302  -0.444
C 0.487 -3.224 1.184  -0.464
O 4.865 2.375 2.863  -0.897
C -1.957 -0.415 1.905  -0.210
S 3.806 2.001 1.948  2.171
H -5.081 0.349 -3.597  0.230
C 3.831 6.804 -1.952  -0.142
Se 1.873 -4.542 -1.408  0.171
N 2.996 4.247 -1.133  -0.494
O 2.852 3.153 1.647  -0.906
H -2.551 -3.637 -4.356  0.235
C 2.290 5.334 -0.749  0.040
C 1.046 -0.170 -0.763  -0.213
C 0.502 -3.606 3.971  -0.164
C -1.938 0.520 -1.246  -0.428
C 2.638 6.614 -1.214  -0.065
C -0.916 0.441 1.513  -0.450
C -0.188 -4.485 3.140  -0.220
C -2.248 -3.265 -0.511  -0.194
H -4.608 -3.529 -2.952  0.235
H 5.549 5.659 -2.709  0.247
H -0.306 -3.471 -3.302  0.237
H -0.797 -5.289 3.552  0.233
C -2.481 -3.519 -3.282  -0.205
H -4.360 -3.466 -0.491  0.221
N 2.074 0.626 -1.191  -0.373
H -2.854 -0.549 -4.357  0.225
N 2.984 -0.229 -1.876  -0.010
H 0.444 -3.700 5.052  0.234
C -1.839 0.041 -2.566  -0.117
H -2.187 -3.195 0.561  0.233
P -0.476 0.656 -0.205  1.325
H -5.235 1.327 -1.319  0.231
O 3.083 0.767 2.258  -0.946
H 0.206 1.265 4.638  0.236
C -2.177 -0.694 3.240  -0.165

## Properties
HOMO-LUMO gap (alpha / beta) = 7.42 / 4.73 eV
E_LUMO (alpha / beta) = -3.27 / -5.86 eV
Highest occupied orbital energy (alpha / beta) = -10.69 / -10.60 eV
2S+1 = 5
E_tot = -230675.958 eV
Total charge = +1


Entry 2:
The following is a DFT calculation (the ωB97M-V functional and the def2-TZVPD basis) of a single C31H24FN5O6 molecule at a distorted geometry.

Each line ends with the natural charge from an NBO analysis.
Atoms and positions in Å:
O -6.379 -1.491 1.269  -0.602
N 1.285 -1.450 0.492  -0.432
C 4.363 -1.488 -0.050  0.715
H -2.175 -2.635 -3.717  0.487
O -2.788 -2.908 -3.024  -0.709
C -2.143 -2.878 -1.783  0.028
C -3.102 -3.438 -0.727  0.180
H -6.597 4.053 -0.149  0.217
C 6.236 -0.757 3.130  -0.233
H 2.823 5.788 -0.648  0.215
C 3.146 2.538 0.206  -0.130
H -8.032 4.330 1.833  0.216
H 7.913 -1.837 3.903  0.214
C 4.287 2.226 -0.529  -0.161
C 4.383 4.489 -1.331  -0.212
H 1.535 1.357 -3.732  0.183
C 2.743 -0.049 -1.074  0.440
H -5.734 1.815 -0.748  0.230
H -4.775 -1.743 -2.028  0.214
O 6.090 0.684 -0.442  -0.538
H -1.996 -0.708 -2.107  0.215
H -7.736 0.135 2.621  0.234
C 6.298 -2.565 1.031  -0.147
C -5.018 -1.822 -0.967  -0.106
C -1.876 -1.428 -1.283  0.228
H 5.808 2.961 -1.831  0.229
C -6.690 0.842 0.901  -0.120
C 1.528 0.750 -2.838  0.263
F -2.394 -4.094 0.248  -0.351
C 4.914 3.214 -1.282  -0.149
C -7.656 3.351 1.573  -0.182
N -0.532 -1.263 -0.799  -0.387
H 4.863 5.250 -1.927  0.217
H 1.744 4.058 0.736  0.216
H 7.962 -3.449 2.037  0.216
C 5.318 -0.643 2.104  -0.107
O -5.531 -0.560 -0.588  -0.502
H 6.207 -0.060 3.955  0.215
C -6.849 3.195 0.457  -0.223
C 7.192 -1.760 3.103  -0.188
C -6.198 -0.515 0.581  0.775
H -0.517 -2.366 1.037  0.220
C -3.760 -2.182 -0.156  0.024
H 2.673 1.786 0.823  0.209
C 1.598 -0.693 -0.606  0.001
C 5.352 -1.543 1.041  -0.166
H -4.018 -2.292 0.901  0.235
H -3.809 -4.151 -1.155  0.192
N 3.972 -0.175 -0.428  -0.551
C -6.365 1.946 0.117  -0.173
O 3.889 -2.452 -0.593  -0.528
N 0.388 0.150 -2.544  -0.484
H -1.211 -3.458 -1.794  0.199
C 3.238 4.791 -0.612  -0.193
C 0.450 -0.551 -1.420  0.353
C 4.901 0.879 -0.474  0.709
O -2.782 -1.161 -0.246  -0.501
H 4.567 0.132 2.133  0.204
H -8.607 2.379 3.228  0.218
H -5.776 -2.595 -0.802  0.208
C 0.040 -1.768 0.343  0.244
C 2.627 3.818 0.163  -0.233
C -7.498 1.003 2.026  -0.168
H 6.302 -3.263 0.207  0.227
C 7.220 -2.665 2.055  -0.215
N 2.672 0.681 -2.180  -0.483
C -7.980 2.255 2.358  -0.222

## Properties
HOMO-LUMO gap = 9.32 eV
E_LUMO = 0.17 eV
Highest occupied orbital energy = -9.15 eV
E_tot = -54990.861 eV
Energy above the lowest of the compared OMol25 structures with the same formula, charge and spin = 0.031 eV


Entry 3:
The following is a DFT calculation (the ωB97M-V functional and the def2-TZVPD basis) of a molecular structure, C31H24N4O4PdS2 at a distorted geometry.

Each line ends with the natural charge from an NBO analysis.
Atoms and positions in Å:
C 1.011 -3.167 -0.018  0.221
H -4.178 -2.910 -0.813  0.254
S 2.888 -1.108 -0.301  2.303
N -0.317 0.447 2.640  -0.753
C 4.731 -0.595 3.779  -0.149
C 3.971 0.439 3.245  -0.181
H -6.144 -2.998 4.268  0.232
O 0.593 -1.762 2.859  -0.954
C -3.121 -3.011 -0.611  -0.235
H -2.772 -0.882 -0.475  0.219
C -0.393 1.750 2.881  0.192
H -1.782 -2.547 2.379  0.221
C -0.426 -5.564 -0.281  -0.030
C 0.255 2.713 -0.536  0.108
H 0.511 2.178 -1.443  0.237
C -2.530 -4.248 -0.546  -0.095
H -0.892 4.189 5.195  0.256
H -4.051 -3.401 2.941  0.224
O 2.208 0.131 -0.688  -0.929
C -2.288 -2.246 3.286  -0.184
O 0.667 -0.299 4.857  -0.894
H -0.218 5.827 0.698  0.250
C 0.958 -5.581 -0.191  -0.203
H -6.034 -2.249 5.872  0.236
C 3.682 -0.841 1.251  -0.287
C -3.546 -2.715 3.609  -0.206
H 0.287 4.661 -1.440  0.259
C -1.646 -1.381 4.168  -0.331
C -0.717 3.737 4.228  -0.204
H 1.485 -6.525 -0.201  0.257
H 5.608 -2.527 3.440  0.244
Pd 0.612 -0.274 0.921  1.192
N -1.036 -1.926 -0.171  -0.481
C -0.440 -3.131 -0.138  0.231
S -0.056 -0.795 3.730  2.297
C 4.996 -1.735 3.031  -0.184
C 0.138 4.108 -0.524  -0.227
C -2.331 -1.869 -0.421  0.093
O 3.701 -1.775 -1.252  -0.857
H 4.681 -2.730 1.141  0.239
C -1.143 -4.337 -0.316  -0.131
H -3.108 -5.149 -0.707  0.247
C -0.217 2.591 1.712  0.231
C -5.520 -2.882 5.153  -0.645
C -0.588 4.545 3.108  -0.033
H -0.731 1.743 5.016  0.252
C -4.172 -2.334 4.800  0.061
H -1.707 -0.340 6.042  0.240
C -2.241 -0.989 5.358  -0.170
H 5.137 -0.503 4.777  0.242
H 3.799 1.340 3.819  0.234
H -0.675 5.620 3.207  0.243
C -3.502 -1.466 5.663  -0.207
C -0.629 2.359 4.135  -0.137
H -3.970 -1.172 6.593  0.238
C 3.440 0.326 1.970  -0.245
H 2.762 -4.423 -0.036  0.248
H -5.406 -3.871 5.604  0.248
C -0.330 3.986 1.828  -0.127
N 1.597 -2.002 0.160  -0.766
C 1.682 -4.408 -0.096  -0.125
N 0.081 1.981 0.549  -0.483
C 4.471 -1.863 1.755  -0.189
H -0.972 -6.497 -0.336  0.241
C -0.146 4.747 0.656  -0.081
H 2.929 1.163 1.509  0.235

## Properties
HOMO-LUMO gap (alpha / beta) = 8.09 / 6.10 eV
E_LUMO (alpha / beta) = -6.08 / -8.37 eV
Highest occupied orbital energy (alpha / beta) = -14.17 / -14.47 eV
2S+1 = 5
E_tot = -71819.673 eV
Energy above the lowest of the compared OMol25 structures with the same formula, charge and spin = 0.815 eV
Total charge = +2


Entry 4:
The following is a DFT calculation (the ωB97M-V functional and the def2-TZVPD basis) of a molecular structure, C31H24N8O2SV.

Each line ends with the natural charge from an NBO analysis.
Atoms and positions in Å:
H -0.906 4.093 0.357  0.224
C 0.013 4.908 -2.814  -0.234
C 2.866 -4.675 -3.871  -0.213
C -0.345 1.400 3.202  0.156
N -0.732 0.604 2.284  -0.295
H -6.391 -1.412 -1.017  0.225
H -0.924 6.005 -1.218  0.224
C 2.607 2.725 5.040  -0.159
C -0.513 5.053 -1.528  -0.162
C 4.169 -1.335 0.579  -0.431
C 3.232 -0.562 -0.013  -0.032
C 0.531 2.600 -2.321  -0.191
C -2.447 -1.640 -0.474  0.383
H 5.205 -1.451 0.307  0.262
C 1.076 -1.930 -2.023  0.554
S 3.474 -2.202 1.883  0.501
C 1.159 -4.388 -1.701  -0.192
N 1.989 -0.624 0.584  -0.516
H 0.500 -4.264 -0.852  0.220
C 1.554 -3.267 -2.427  -0.069
C 1.984 -1.439 1.607  -0.083
C -6.165 1.276 1.044  -0.205
O 0.012 1.749 -0.158  -0.676
N -2.098 0.781 2.051  -0.321
N -1.823 -0.801 0.318  -0.618
H -1.850 -2.340 -1.045  0.252
H 2.712 -2.539 -4.072  0.235
H 3.380 0.068 -0.874  0.240
C -2.593 0.086 1.102  0.395
C 0.532 3.694 -3.197  -0.148
H 2.826 -6.774 -3.426  0.222
H 0.585 3.369 4.688  0.226
H 1.310 -6.514 -1.490  0.220
C 1.617 -5.647 -2.059  -0.217
N 1.558 -0.877 -2.598  -0.396
C 0.006 2.754 -1.031  0.343
C 1.016 1.487 3.750  0.105
C 2.412 -3.416 -3.515  -0.174
H -7.791 0.365 -0.026  0.233
H 3.793 -0.193 3.847  0.196
H -1.078 2.087 3.623  0.192
H 0.946 3.565 -4.190  0.221
N -3.763 -1.686 -0.624  -0.534
C -5.956 -0.672 -0.356  -0.254
C -4.019 0.222 0.789  -0.150
N 1.890 0.502 3.524  -0.419
H 0.013 5.743 -3.501  0.228
C 2.470 -5.792 -3.145  -0.185
H 3.529 -4.788 -4.719  0.222
H 1.574 1.256 -3.699  0.212
H 2.879 3.589 5.632  0.232
H 4.524 1.756 5.193  0.233
H -4.359 1.944 2.000  0.245
V 0.121 -0.060 -0.184  1.406
O 0.162 -1.842 -1.084  -0.770
C -4.818 1.223 1.338  -0.132
C 1.071 1.332 -2.737  0.146
C -4.601 -0.711 -0.060  0.226
C 3.106 0.625 4.039  0.048
H -4.154 -2.364 -1.260  0.429
C 1.331 2.605 4.514  -0.204
H 1.117 -1.603 2.228  0.261
H -6.782 2.054 1.471  0.232
C 3.518 1.715 4.798  -0.229
C -0.510 3.994 -0.646  -0.249
C -6.735 0.324 0.200  -0.158
N 0.985 0.256 -2.038  -0.334

## Properties
HOMO-LUMO gap (alpha / beta) = 7.36 / 7.37 eV
E_LUMO (alpha / beta) = -2.93 / -2.93 eV
Highest occupied orbital energy (alpha / beta) = -10.29 / -10.30 eV
E_tot = -85071.385 eV
Energy above the lowest of the compared OMol25 structures with the same formula, charge and spin = 0.000 eV
Total charge = +1


Entry 5:
The following is a DFT calculation (the ωB97M-V functional and the def2-TZVPD basis) of a molecular structure, C31H25AsFN4O9STeTi at a distorted geometry.

Each line ends with the Mulliken spin population.
Atoms and positions in Å:
C -0.315 -2.260 -3.093  0.008
C 2.453 4.013 -0.249  0.004
N -2.575 2.010 -0.208  -0.007
C -0.735 1.084 4.086  -0.010
C 3.708 4.204 2.181  0.000
C 0.353 -5.360 0.424  0.004
H -0.047 -6.654 -3.987  0.000
H 2.924 0.147 1.305  0.002
C 0.564 -4.251 1.286  -0.001
N -0.986 1.537 1.696  -0.010
H -4.760 2.037 2.416  -0.001
C -4.890 2.320 -0.980  -0.004
H -1.794 1.084 4.197  -0.001
H 4.165 4.292 3.153  0.000
C 3.123 2.874 0.235  0.003
H 1.331 -5.771 -3.220  0.000
H -6.503 2.217 0.559  0.001
H 2.048 0.854 5.924  0.000
H -3.138 2.444 -2.090  0.000
C -3.525 2.235 -1.107  0.013
H 1.635 5.948 0.105  -0.001
H 0.163 -4.898 -5.884  0.000
C 0.380 -2.952 0.881  0.005
C -4.530 2.028 1.368  -0.004
H 3.048 6.191 2.293  0.000
H -0.518 -1.959 -4.122  0.002
H 0.136 -3.195 -5.477  0.000
H 1.507 -4.134 -4.912  0.000
C -5.420 2.178 0.371  0.006
N -0.040 -3.560 -2.749  0.004
H 1.519 1.686 1.678  -0.016
H 0.260 -6.381 0.756  0.000
O -0.961 6.504 0.719  0.003
S 1.321 3.843 -1.664  0.001
C 3.041 5.300 1.699  -0.001
C 1.994 1.201 3.706  0.004
As 3.113 1.078 -0.678  0.010
H 4.199 2.102 1.843  0.000
H 0.336 -7.173 -1.597  0.000
O 1.431 0.621 -0.504  -0.007
C 0.077 -5.145 -0.930  -0.002
C -0.482 -1.219 -2.284  0.001
C -3.099 1.883 1.083  0.012
O 3.712 0.133 0.696  -0.002
C 1.479 0.886 4.981  -0.003
N -2.352 1.669 2.069  0.000
O 0.205 3.286 -0.768  -0.001
O -0.701 -0.690 0.064  0.004
C -0.229 1.306 2.820  -0.008
O -0.976 1.122 -2.371  0.005
H 0.312 -2.142 1.620  0.001
C 0.258 -5.936 -3.257  0.000
C 0.109 0.872 5.175  0.003
O -1.244 -0.059 -4.208  0.000
H 3.071 1.452 3.623  0.001
C -0.265 -4.579 -3.767  0.000
C -0.337 -1.430 -0.840  -0.008
Ti -0.360 1.389 -0.357  0.939
H -5.575 2.522 -1.748  -0.001
C -0.246 -6.305 -1.830  0.001
H -1.284 -6.579 -1.859  0.000
C -0.919 0.072 -3.027  -0.002
H -1.367 -4.626 -3.927  0.000
O 2.041 2.776 -2.404  0.000
C 0.102 -3.820 -1.396  0.011
F 0.743 -4.572 2.624  0.000
O -2.368 5.720 3.171  0.001
H -0.277 0.785 6.150  0.000
C 0.151 -2.739 -0.459  0.000
C 2.362 5.194 0.480  -0.001
Te -1.862 5.135 1.504  0.005
C 0.420 -4.184 -5.109  0.000
C 3.736 3.005 1.496  0.001
C 1.152 1.331 2.620  0.031

## Properties
HOMO-LUMO gap (alpha / beta) = 3.90 / 4.00 eV
E_LUMO (alpha / beta) = 3.16 / 3.19 eV
Highest occupied orbital energy (alpha / beta) = -0.74 / -0.81 eV
2S+1 = 2
E_tot = -161743.106 eV
Energy above the lowest of the compared OMol25 structures with the same formula, charge and spin = 1.929 eV
Total charge = -2


Entry 6:
The following is a DFT calculation (the ωB97M-V functional and the def2-TZVPD basis) of a molecular structure, C31H25BCl6N9O6Ti at a distorted geometry.

Each line ends with the Mulliken spin population.
Atoms and positions in Å:
H -0.898 -3.732 2.067  0.000
C 2.384 -2.866 4.782  0.000
N 1.166 -2.284 3.038  0.000
N 1.988 -0.363 -0.128  0.048
H -2.356 2.136 -1.933  -0.001
H -4.411 -1.686 -0.629  0.000
O -3.873 -0.828 -6.586  0.001
C -1.291 -0.650 -3.263  0.031
H 0.623 4.055 3.498  0.000
N 0.428 -0.021 2.598  0.032
H 1.932 -5.280 5.973  0.000
C 2.170 -1.881 3.846  0.000
H 1.877 3.383 4.547  0.000
B 0.678 -1.364 1.878  -0.051
C -1.120 4.890 0.160  0.001
C 0.798 2.097 -3.285  0.000
C -2.013 3.901 0.552  -0.001
H 3.655 1.117 -1.811  -0.002
C 1.392 3.283 3.573  0.000
Cl 2.148 2.754 -0.497  0.003
C 3.698 0.040 -1.942  0.002
C -2.313 1.303 -2.618  0.037
Cl 2.179 0.837 -5.334  0.000
C -0.433 2.098 -0.091  0.053
Cl 1.344 5.716 -0.537  0.000
H -0.689 1.748 5.087  0.000
C -0.387 0.085 3.673  0.001
H -3.193 -3.719 0.562  0.000
Cl -1.573 6.551 0.168  0.000
H -1.027 -0.732 3.967  0.000
C -3.101 0.182 -4.582  0.011
C -1.664 2.562 0.420  0.039
O -5.096 0.849 -5.663  0.001
H 3.157 -0.208 -2.855  0.000
C -3.168 1.254 -3.693  -0.011
H 1.049 2.901 -5.264  0.000
O -0.085 -2.642 -3.736  0.000
C 3.108 -0.690 -0.782  0.008
C 0.158 4.503 -0.218  -0.004
C -0.201 1.327 4.224  0.000
C 0.481 3.157 -0.285  -0.006
C -2.121 -0.772 -4.366  -0.008
C -2.370 -1.758 -0.078  0.012
H 3.104 -2.881 5.583  0.000
H 4.740 -0.262 -2.058  0.000
C -1.281 -3.001 1.382  0.000
Cl -3.546 4.372 1.199  0.000
N -1.261 -1.085 0.250  0.007
O -0.075 2.926 -3.056  0.006
C 0.789 1.925 3.418  0.000
N 1.827 -1.305 0.848  0.015
O 0.361 -1.519 -1.849  0.005
H 2.130 3.452 2.791  0.000
N 0.719 -3.497 3.416  0.000
O 1.119 1.086 -2.574  -0.011
H 4.560 -2.354 -0.556  0.000
N 1.158 1.101 2.448  -0.003
C 1.439 -3.860 4.466  0.000
C 1.209 -5.161 5.167  0.000
C -3.459 -1.298 -0.993  0.003
C 2.813 -2.215 0.781  0.000
H 2.846 -3.055 1.453  0.000
H 0.205 -5.201 5.595  0.000
N -1.393 0.355 -2.360  -0.012
H -3.310 -1.675 -2.005  0.000
N -0.604 -1.857 1.170  -0.004
C 3.664 -1.853 -0.233  -0.001
C -4.140 0.052 -5.749  0.001
H -1.984 -1.611 -5.031  0.000
C -0.245 -1.710 -2.964  0.004
H 1.310 -5.999 4.476  0.000
H -3.900 2.031 -3.857  0.000
H 2.659 -0.932 3.695  0.000
H 2.533 2.905 -4.279  0.000
C -2.418 -2.973 0.615  0.000
C 1.641 2.341 -4.549  -0.003
Ti 0.114 0.306 -1.026  0.795
Cl -2.838 1.417 0.981  0.000
H -3.517 -0.218 -1.034  0.000

## Properties
HOMO-LUMO gap (alpha / beta) = 6.77 / 7.25 eV
E_LUMO (alpha / beta) = 3.84 / 3.84 eV
Highest occupied orbital energy (alpha / beta) = -2.94 / -3.41 eV
2S+1 = 2
E_tot = -157184.946 eV
Energy above the lowest of the compared OMol25 structures with the same formula, charge and spin = 0.000 eV
Total charge = -2